81
Properties=species:S:1:pos:R:3 method="wB97M-V/def2-TZVPD" gap_ev="6.41 / 6.93" total_energy_ha=-2130.0567 relative_energy_kj_mol=0.0 lumo_energy_ev="-5.922 / -6.320" charge=+2 multiplicity=3
Pt -1.09863 0.08509 0.83314
C 5.13060 -0.39273 4.31470
C 4.03093 -0.15425 3.32044
C 4.27171 0.24426 2.03192
C 3.22356 0.45862 1.10865
C 3.56599 0.93426 -0.17856
N 2.72661 1.21833 -1.13531
C 3.09671 1.67518 -2.47502
C 1.96905 2.44157 -3.16384
C 1.80526 3.90596 -2.74841
N 1.37530 4.07631 -1.35727
C 0.25605 3.69120 -0.78470
C -0.93053 3.16066 -1.31676
C -1.40858 3.29301 -2.64909
C -2.62818 2.81138 -3.03487
C -3.16831 3.01585 -4.42087
C -3.39669 2.10271 -2.07773
C -2.97126 1.89014 -0.79121
C -3.74530 1.05702 0.14084
N -3.18127 0.18766 0.88350
C -3.95210 -0.56419 1.88245
C -3.07753 -1.18252 2.97719
C -2.09458 -0.23354 3.67671
N -0.84940 -0.11330 2.92539
C 0.29163 -0.25768 3.46748
C 1.60472 -0.11539 2.84589
C 2.68850 -0.30347 3.69380
C 1.85833 0.23286 1.48293
O 0.95518 0.39311 0.57114
C -1.73316 2.47930 -0.32919
O -1.34249 2.35241 0.87467
H 6.10774 -0.34685 3.83820
H 5.02784 -1.37278 4.78050
H 5.10781 0.35498 5.10857
H 5.29164 0.40585 1.69980
H 4.61805 1.10411 -0.39350
H 1.75034 1.01562 -0.90668
H 3.34534 0.79983 -3.07849
H 3.99821 2.28620 -2.39753
H 1.02528 1.90275 -3.04206
H 2.17872 2.43822 -4.23439
H 1.10792 4.40922 -3.41355
H 2.75419 4.43138 -2.84542
H 2.06564 4.46648 -0.73358
H 0.26531 3.76064 0.29907
H -0.82865 3.84424 -3.37528
H -2.44345 3.51773 -5.05902
H -4.07212 3.62637 -4.39872
H -3.42757 2.06369 -4.88564
H -4.35185 1.69288 -2.39167
H -4.82766 1.19128 0.19022
H -4.49332 -1.36128 1.36778
H -4.69081 0.10521 2.32821
H -2.51633 -2.03399 2.58264
H -3.75785 -1.58706 3.72790
H -1.87610 -0.59449 4.68459
H -2.52658 0.76713 3.76419
H 0.32166 -0.48489 4.53549
H 2.48000 -0.58022 4.72232
C -3.10176 -3.19097 -1.23662
C -2.83783 -3.80016 0.13565
C -1.36464 -3.97993 0.47711
S -0.44300 -2.41065 0.48881
O 0.65849 -2.54611 1.46216
C 0.27413 -2.36614 -1.19467
C 1.74806 -2.75268 -1.19594
C 1.98747 -4.23795 -0.95418
H -4.17242 -3.13022 -1.42712
H -2.66340 -3.79600 -2.03225
H -2.69586 -2.17765 -1.31498
H -3.30840 -4.78285 0.19857
H -3.30831 -3.18896 0.91148
H -0.84919 -4.65697 -0.20491
H -1.22916 -4.34633 1.49562
H 0.12676 -1.34148 -1.54223
H -0.31964 -3.03007 -1.82301
H 2.26830 -2.16468 -0.43614
H 2.15432 -2.46289 -2.16894
H 1.67655 -4.52656 0.04962
H 3.04616 -4.47480 -1.04829
H 1.44785 -4.84805 -1.68168



17
Properties=species:S:1:pos:R:3 method="wB97M-V/def2-TZVPD" gap_ev=9.45 total_energy_ha=-437.8243 relative_energy_kj_mol=1325.2 lumo_energy_ev=-0.883
C -0.97763 -1.16571 0.25420
C 0.26116 -0.11958 -0.13327
C 0.62891 0.02906 1.31696
C -0.32289 1.11592 -0.71638
H -0.34181 -2.05330 0.28843
H -1.59460 -1.32593 -0.70066
H -1.43684 -1.00967 1.30366
H 0.00532 1.20147 1.69229
H 2.16940 0.04852 1.38924
H 0.17931 -1.19352 1.95323
H -0.45275 0.79150 -1.87370
H 0.36836 1.76073 -0.63305
H -1.51988 2.65754 0.15034
N 1.32599 -0.51327 -1.16796
O -1.67958 1.23344 -0.17181
O 1.59859 -1.86039 -1.14816
O 1.78893 0.40318 -1.80337



55
Properties=species:S:1:pos:R:3 method="wB97M-V/def2-TZVPD" gap_ev="6.60 / 6.04" total_energy_ha=-1909.9623 relative_energy_kj_mol=5.0 lumo_energy_ev="-5.671 / -9.821" charge=+2 multiplicity=5
Ir -0.19053 -0.24294 0.36876
P -0.19510 -1.92545 -1.06062
C -1.70854 -2.84163 -0.41790
C -2.16684 -2.42462 0.96484
N -1.62990 -1.31794 1.48772
C -2.13278 -0.72898 2.58508
C -3.01315 -1.46632 3.38265
C -3.49801 -2.68716 2.93885
C -3.13071 -3.14067 1.67690
C -1.67524 0.67155 2.87057
P -1.07395 1.57687 1.34713
H -3.49740 -4.07876 1.26790
H -3.34708 -1.02541 4.31995
H -4.19413 -3.26817 3.54363
H -2.44747 1.28094 3.35123
H -0.80143 0.63320 3.53206
H -2.46033 -2.66725 -1.16589
H -1.43761 -3.89969 -0.39803
H -4.24092 -0.66060 -2.57873
O -4.78542 -1.23180 -2.01417
H -5.12522 -1.86938 -2.67788
H -1.84575 0.87894 -1.85010
O -2.40096 1.21654 -2.56197
H -3.11363 1.66133 -2.05801
C -2.59964 2.35500 0.69869
H -3.10392 2.92589 1.48865
H -2.34268 3.02996 -0.12832
H -3.27686 1.57219 0.33054
C 0.04260 2.92532 1.86716
H 0.26804 3.55230 0.99547
H -0.39805 3.54782 2.65606
H 0.98751 2.49888 2.22207
C 1.16741 -3.06953 -0.65006
H 1.05236 -4.05364 -1.11836
H 2.10026 -2.60342 -0.98022
H 1.19395 -3.16964 0.44047
C -0.38925 -1.88022 -2.87443
H 0.55526 -1.52357 -3.30744
H -0.61523 -2.87182 -3.30159
H -1.19770 -1.17985 -3.13663
C 4.24437 3.48207 -0.50783
Si 4.22840 1.62654 -0.76508
C 4.72955 1.21753 -2.52134
C 5.41158 0.80445 0.44127
C 2.48051 1.01723 -0.56252
C 1.40733 0.46088 -0.18601
H 5.23367 3.91809 -0.69246
H 3.94590 3.75061 0.51244
H 3.53273 3.95329 -1.19646
H 5.73489 1.57285 -2.77388
H 4.69749 0.13429 -2.68626
H 4.01593 1.68000 -3.21304
H 5.14308 1.00974 1.48507
H 5.42304 -0.28566 0.31637
H 6.43955 1.15983 0.29368



30
Properties=species:S:1:pos:R:3 method="wB97M-V/def2-TZVPD" gap_ev=8.51 total_energy_ha=-779.8760 relative_energy_kj_mol=0.0 lumo_energy_ev=0.563 smiles="C[C@@H](Nc1c[nH]c(=O)[nH]c1=O)c1ccccc1"
C -0.26967 1.75071 -1.83714
H -0.75820 1.43386 -2.75481
H 0.75621 1.39493 -1.82254
H -0.24444 2.83771 -1.81348
C -1.05124 1.24915 -0.62412
N -1.46585 -0.14670 -0.72954
C -0.64956 -1.23585 -0.95163
C 0.29188 -1.39727 -1.91257
N 0.97274 -2.59011 -2.05242
C 0.75580 -3.69910 -1.28692
O 1.36682 -4.73295 -1.42336
N -0.23039 -3.52554 -0.33440
C -0.96659 -2.38952 -0.09084
O -1.81282 -2.35589 0.78098
H -0.42317 -4.32826 0.25462
H 1.67718 -2.67736 -2.76997
H 0.57349 -0.62582 -2.60641
H -2.10167 -0.38472 0.03029
C -0.28865 1.51325 0.65983
C -0.78261 2.41367 1.59449
C -0.10269 2.65014 2.77621
C 1.07871 1.98048 3.04228
C 1.57643 1.07657 2.11950
C 0.89934 0.84692 0.93557
H 1.29585 0.13576 0.22567
H 2.49634 0.54774 2.32164
H 1.60874 2.15984 3.96577
H -0.49896 3.35509 3.49212
H -1.70798 2.93550 1.39452
H -1.99504 1.80779 -0.58334



42
Properties=species:S:1:pos:R:3 method="wB97M-V/def2-TZVPD" gap_ev=8.79 total_energy_ha=-1032.1940 relative_energy_kj_mol=132.9 lumo_energy_ev=0.664 smiles="Cc1ccc2c(c1)N(CC(=O)N1CCOCC1)C(=O)[C@@H](C)O2"
C -1.37671 4.10452 -1.44627
C -0.23623 3.53600 -0.65630
C 0.68818 4.35712 -0.02898
C 1.72044 3.81636 0.71740
C 1.85137 2.44273 0.83056
C 0.95464 1.59851 0.16420
C -0.08856 2.15702 -0.55827
H -0.81397 1.52317 -1.04304
N 1.19662 0.21871 0.20624
C 2.04076 -0.32895 1.12094
O 2.29353 -1.51699 1.14191
C 2.61820 0.65714 2.13393
C 3.91417 0.13055 2.73216
H 4.24262 0.78112 3.53707
H 4.68248 0.10200 1.96381
H 3.75298 -0.87452 3.10939
O 2.87904 1.93072 1.56954
H 1.85215 0.76282 2.92533
C 0.47813 -0.68832 -0.65822
H 0.41546 -0.27021 -1.66560
C -0.91287 -0.96754 -0.07579
O -1.27595 -0.45353 0.96231
N -1.71054 -1.78633 -0.79854
C -1.32712 -2.59970 -1.93136
H -2.08227 -2.46956 -2.71571
C -1.30790 -4.07464 -1.50024
O -2.55960 -4.46650 -0.99143
C -2.92723 -3.68042 0.12191
H -2.20077 -3.81893 0.93639
C -2.99140 -2.19610 -0.24880
H -3.76622 -2.03491 -1.00515
H -3.19583 -1.58600 0.63105
H -3.90482 -4.04288 0.44160
H -0.52641 -4.21822 -0.73811
H -1.10692 -4.72384 -2.35381
H -0.35520 -2.31061 -2.32265
H 1.05764 -1.61744 -0.66914
H 2.43676 4.44514 1.22129
H 0.59582 5.42980 -0.10751
H -1.26108 3.87004 -2.50434
H -2.32054 3.67811 -1.11104
H -1.42284 5.18454 -1.33674



24
Properties=species:S:1:pos:R:3 method="wB97M-V/def2-TZVPD" gap_ev=9.84 total_energy_ha=-293.4143 relative_energy_kj_mol=345.1 lumo_energy_ev=0.949 smiles=CCCCC.CN
C -0.76066 -0.52089 0.33528
C 0.72076 -0.80927 -0.28250
C 1.79803 0.06224 0.19752
C 3.14043 -0.40202 -0.25143
C 3.80092 0.96048 0.04510
C -4.62849 0.61852 -0.13795
H -0.67664 -1.04350 1.52463
H -0.85149 0.64236 0.28753
H -1.46203 -1.17869 -0.18651
H 0.75226 -0.96776 -1.36242
H 0.65282 -1.80628 0.08190
H 1.48058 1.13287 -0.23415
H 1.75476 -0.10330 1.30169
H 3.28162 -0.64869 -1.31228
H 3.52829 -1.23057 0.50906
H 4.18107 1.18738 1.07252
H 4.74546 1.16850 -0.60700
H 3.11329 1.71755 -0.53026
H -3.17684 -0.47753 0.85833
H -3.18796 -0.70519 -0.75653
H -4.64603 1.21886 -1.05459
H -5.44347 -0.13504 -0.16189
H -4.79684 1.31627 0.70776
N -3.31986 0.00367 -0.04381



16
Properties=species:S:1:pos:R:3 method="wB97M-V/def2-TZVPD" gap_ev="6.32 / 6.32" total_energy_ha=-523.0398 relative_energy_kj_mol=287.8 lumo_energy_ev="-0.376 / -0.377"
C 0.93327 -1.24465 0.08496
C 1.28529 -2.63229 0.87293
C 0.41351 2.04444 -1.06760
C -2.14028 1.09578 0.24199
O -0.21996 -0.83441 -0.15445
Si -1.00874 0.62279 -1.20326
H 1.70897 -0.77389 -0.53110
H 0.36531 -3.18949 1.01444
H 2.06590 -3.14967 0.37971
H 1.65942 -2.41275 1.82053
H 0.24341 2.96114 -1.79004
H 0.61278 2.22849 -0.02056
H 1.39323 1.58939 -1.43876
H -3.12943 1.54026 -0.08927
H -2.40535 0.25034 0.97251
H -1.77733 1.90453 0.90798



50
Properties=species:S:1:pos:R:3 method="wB97M-V/def2-TZVPD" gap_ev="11.04 / 5.21" total_energy_ha=-1295.0824 lumo_energy_ev="-3.066 / -8.875" charge=+1 multiplicity=2
N -0.63577 0.22753 0.23594
C -0.06235 0.31992 -1.01485
N -0.10377 1.58750 -1.71579
O 0.47050 -0.62360 -1.45480
H -0.36512 -0.64182 0.79596
H -1.07461 1.09844 0.60627
H 0.35929 1.76315 -2.59729
H -0.11449 2.50917 -1.22292
H 2.58021 1.99357 0.36072
H 3.66088 1.96413 1.43682
O 2.73786 1.82390 1.30168
H -2.77359 -0.26619 1.73398
H -2.74859 0.38757 3.09987
O -2.57920 0.51732 2.17538
H -0.25216 -1.55435 -2.71234
H -1.07183 -2.73290 -2.93132
O -1.01267 -1.85360 -3.24367
H 1.07831 0.92914 4.85588
H 0.42393 1.13928 3.59790
O 0.98041 0.54519 3.95697
H -2.47808 0.56740 -2.18547
H -2.13040 -0.77298 -2.63130
O -2.87352 -0.24267 -2.28082
H 0.04659 -1.81389 2.48920
H 0.03552 -2.42577 1.04676
O -0.59426 -2.09455 1.79259
H -4.39953 -1.57776 -0.19154
H -3.10911 -0.86981 -0.64963
O -3.70294 -1.10776 0.14000
H 0.69434 -2.09947 -0.84873
H 1.90492 -2.96592 -0.38193
O 0.91981 -2.90871 -0.29631
H 1.68421 -0.43514 2.49361
H 1.93283 0.37391 1.30811
O 1.69537 -0.54921 1.57570
H -1.14129 1.62224 2.29509
H -0.20510 2.85515 2.05634
O -0.63132 2.36188 2.81738
H 0.61061 -0.73545 -4.42893
H -0.11059 0.59974 -4.88451
O 0.67274 0.22101 -4.61748
H 4.25374 -2.45568 0.87141
H 2.91557 -1.87535 0.93779
O 3.50427 -2.23076 0.29638
H 3.41799 0.18172 -2.73371
H 2.76745 0.12976 -1.38659
O 2.94321 0.74097 -2.11241
H -2.89853 3.37443 0.26749
H -2.87328 2.20771 1.24689
O -2.34846 2.79163 0.73023



7
Properties=species:S:1:pos:R:3 method="wB97M-V/def2-TZVPD" gap_ev="11.54 / 7.56" total_energy_ha=-848.8912 relative_energy_kj_mol=322.0 lumo_energy_ev="0.337 / -0.840"
C 0.98560 1.02022 0.05105
O -1.89029 -1.40230 -0.35367
O -0.56931 -1.41757 -0.46661
F 1.09092 0.76321 1.34505
F 0.17240 2.03476 -0.15964
Cl 2.31879 0.81782 -0.92371
H -2.10812 -1.81614 0.50753



21
Properties=species:S:1:pos:R:3 method="wB97M-V/def2-TZVPD" gap_ev=6.19 total_energy_ha=-1086.2881 relative_energy_kj_mol=769.7 lumo_energy_ev=-3.055
S 4.59669 0.36030 -0.53734
S -2.87438 0.32873 0.40063
C -1.75818 0.86542 1.62323
C -0.35411 0.17291 1.55619
N 0.52639 0.73970 0.50604
C 1.64077 -0.10553 0.09298
C 1.43440 -0.92553 -1.16508
H -1.57780 1.34901 -0.75887
H -1.60887 1.91172 1.37442
H -2.16833 0.83005 2.62748
H -0.03894 0.05371 2.57587
H -0.52029 -0.83191 1.05999
H 0.74826 1.70129 0.59141
H 2.00774 -0.56702 1.05981
H 2.64656 0.44887 -0.16775
H 1.38784 -0.43059 -2.16070
H 2.21234 -1.58584 -1.38775
H 0.56648 -1.58824 -1.14084
H -2.74659 -1.30881 -2.64936
H -2.12187 -0.53373 -1.29884
O -1.99811 -0.88451 -2.20152



19
Properties=species:S:1:pos:R:3 method="wB97M-V/def2-TZVPD" gap_ev=9.31 total_energy_ha=-460.2291 relative_energy_kj_mol=318.5 lumo_energy_ev=0.135
C 1.36675 -0.07745 3.00888
C -0.11225 -0.62852 1.70542
C 0.02673 1.47230 0.51561
C -1.47102 -0.39973 -0.37226
C 1.03826 -0.59400 -0.48477
C -0.14365 -0.03947 0.36991
O 1.03576 0.08137 4.13584
O 2.13158 -0.38726 2.12995
O -0.08607 -1.93894 1.70255
H 0.66417 1.71192 1.29528
H -0.95639 1.97393 0.75573
H 0.48280 1.91141 -0.40986
H -1.70443 -1.62335 -0.23458
H -2.43229 0.15637 -0.10328
H -1.30186 -0.18951 -1.44013
H 0.70006 -1.48139 -1.01152
H 1.84296 -0.79454 0.04897
H 1.07580 0.15177 -1.25108
H -0.08739 -2.42506 0.83121



16
Properties=species:S:1:pos:R:3 method="wB97M-V/def2-TZVPD" gap_ev=9.25 total_energy_ha=-376.1571 relative_energy_kj_mol=240.0 lumo_energy_ev=0.930
C 0.76225 1.41933 -1.48978
C 0.02508 -0.28617 0.93001
C -0.50492 -0.42543 -0.45437
N -0.72534 0.45999 1.78954
N 0.49973 -0.81229 -1.37420
C -1.82535 -0.45969 -0.71416
N 1.73037 1.78683 -0.92578
N 1.11792 -0.87946 1.20641
H -1.47264 1.03310 1.43553
H -0.34188 0.70558 2.68839
H 0.16500 -1.23638 -2.22291
H 1.29902 -1.24675 -0.93349
H 2.58296 1.60107 -0.42888
H 1.43686 -0.74116 2.16225
H -2.18461 -0.66223 -1.70892
H -2.56444 -0.25636 0.04035



20
Properties=species:S:1:pos:R:3 method="wB97M-V/def2-TZVPD" gap_ev="7.06 / 7.06" total_energy_ha=-1325.7039 relative_energy_kj_mol=0.0 lumo_energy_ev="-9.159 / -9.157" charge=+2
O 0.50902 0.84541 -4.19222
C 0.53145 0.33134 -3.15564
In 0.12004 -0.59143 -1.06695
O -2.18638 1.66098 -2.68594
C -1.63846 0.95334 -1.94532
C -1.81393 -1.01566 0.53341
O -2.36160 -0.68160 1.49126
C 1.17396 -2.61917 0.49986
O 1.13298 -3.20694 1.48754
C -1.45524 -2.65367 -1.83584
O -2.25551 -3.45209 -1.86671
H 1.57618 -2.02228 -1.00285
S -0.02016 2.77440 2.35490
C 1.48492 1.91831 2.59141
C 1.62499 0.91642 1.65112
N 0.57281 0.84204 0.75054
C -0.38598 1.75676 1.03668
H 2.22422 2.16846 3.35668
H 2.46814 0.19900 1.55863
H -1.30143 1.87639 0.43945



69
Properties=species:S:1:pos:R:3 method="wB97M-V/def2-TZVPD" gap_ev=5.51 total_energy_ha=-1740.7859 lumo_energy_ev=1.514 charge=-1
N -0.50968 4.11147 -0.06545
C 0.46122 4.63185 -1.08763
B 0.53605 3.72275 -2.47765
N 1.75679 4.34018 -3.25650
C 0.95299 2.16331 -2.17112
C 2.35018 1.96917 -1.47129
C 2.23101 1.71391 0.08676
F 3.00400 2.68944 0.78006
C -0.77157 3.90803 -3.46136
C -2.07652 3.08496 -3.06808
C -3.10408 3.86231 -2.17229
C -3.53322 3.17880 -0.82020
N -3.32741 1.72603 -0.73168
C -2.24816 1.19066 -0.07971
C -2.38700 -0.24368 -0.26476
C -3.61091 -0.43548 -1.05687
C -4.19930 0.85842 -1.34492
H -0.85581 4.93581 0.44292
H -0.03097 3.56043 0.64977
H 0.24560 5.69170 -1.38874
H 1.48006 4.63357 -0.59179
H 1.66850 5.35352 -3.15763
H 1.70316 4.06129 -4.23940
H 0.19843 1.61996 -1.52747
H 0.99314 1.60673 -3.15503
H 3.09884 2.76666 -1.67918
H 2.78744 1.01157 -1.88000
H 1.16322 1.66755 0.41472
H 2.67530 0.71497 0.35606
H -0.46248 3.55006 -4.48689
H -1.05258 4.99996 -3.47203
H -1.76987 2.08361 -2.68727
H -2.60873 2.88272 -4.04417
H -2.75561 4.90473 -1.93425
H -4.04813 4.01276 -2.76887
H -3.08786 3.69565 0.06649
H -4.64339 3.34453 -0.70730
H -1.42859 1.70315 0.44133
H -1.67131 -0.98327 0.12380
H -3.98249 -1.42007 -1.39669
H -5.09633 1.13250 -1.91959
C -0.16182 -3.44358 -2.30088
N -0.13601 -2.39812 -1.24483
O -0.06567 -1.24653 -1.60114
O -0.18855 -2.78420 -0.08453
H -0.10954 -2.95867 -3.27114
H 0.69917 -4.08930 -2.14354
H -1.09323 -3.99522 -2.19353
C -0.67994 -4.57914 2.60791
N -1.43260 -5.84833 2.43665
O -2.57682 -5.88756 2.84885
O -0.84644 -6.76815 1.89195
H -1.32122 -3.85594 3.10342
H 0.19817 -4.80047 3.21586
H -0.39696 -4.22773 1.61784
C 2.43694 -8.03348 4.64533
N 2.15567 -6.79717 3.86936
O 2.89173 -6.53847 2.94054
O 1.20071 -6.13194 4.22598
H 3.30814 -8.52149 4.21894
H 2.62388 -7.73815 5.67512
H 1.56008 -8.67265 4.57126
C 3.34508 0.45016 3.39067
N 3.49414 -0.79923 4.18577
O 2.49314 -1.26308 4.69809
O 4.61367 -1.26949 4.26694
H 2.30250 0.75248 3.40514
H 3.97248 1.20885 3.85192
H 3.66932 0.23438 2.37595